{"formula": "C27H30N2O7", "method": "wB97M-V/def2-TZVPD", "species": ["C", "C", "C", "H", "H", "C", "N", "H", "C", "C", "C", "C", "C", "C", "C", "O", "C", "H", "H", "H", "H", "O", "C", "H", "H", "H", "H", "H", "H", "C", "C", "O", "N", "C", "O", "C", "H", "C", "C", "C", "C", "C", "C", "H", "H", "H", "C", "O", "C", "H", "H", "H", "H", "H", "C", "O", "O", "C", "H", "H", "H", "H", "H", "H", "H", "H"], "coordinates": [[-3.9874, -2.8085, 0.4378], [-2.6278, -2.4486, -0.1464], [-1.7181, -1.8332, 0.9145], [-1.4445, -2.5812, 1.6592], [-2.2594, -1.0260, 1.4077], [-0.4428, -1.2541, 0.2907], [-0.7555, -0.3364, -0.7814], [-0.0673, -0.4222, -1.5236], [-0.7972, 1.0150, -0.2374], [-2.2072, 1.3214, 0.2165], [-2.6167, 1.4091, 1.5367], [-3.9368, 1.6364, 1.8718], [-4.8936, 1.7770, 0.8713], [-4.5053, 1.6982, -0.4615], [-3.1732, 1.4744, -0.7903], [-2.7148, 1.3964, -2.0667], [-3.6253, 1.5173, -3.1308], [-3.0311, 1.4087, -4.0368], [-4.1142, 2.4974, -3.1376], [-4.3851, 0.7294, -3.1037], [-5.2375, 1.8103, -1.2430], [-6.1709, 1.9864, 1.2916], [-7.1849, 2.1481, 0.3305], [-8.1027, 2.3046, 0.8952], [-7.0016, 3.0196, -0.3065], [-7.2948, 1.2555, -0.2941], [-4.2487, 1.7039, 2.9010], [-1.9024, 1.2963, 2.3374], [-0.5383, 1.7313, -1.0231], [0.2695, 1.0214, 0.8799], [1.6300, 1.3420, 0.2895], [1.9446, 2.3270, -0.3191], [2.4688, 0.2717, 0.5562], [1.8551, -0.7568, 1.2452], [2.4183, -1.7360, 1.6612], [0.3830, -0.4233, 1.3535], [0.0155, -0.6261, 2.3581], [3.8218, 0.2167, 0.1334], [4.6939, 1.2359, 0.4699], [6.0207, 1.1865, 0.0459], [6.4547, 0.0950, -0.7038], [5.5740, -0.9214, -1.0289], [4.2523, -0.8658, -0.6229], [3.5521, -1.6407, -0.8945], [5.9168, -1.7630, -1.6119], [7.4806, 0.0266, -1.0297], [6.9099, 2.3125, 0.4443], [6.5779, 3.1053, 1.2951], [8.2372, 2.4154, -0.2655], [8.0966, 2.3812, -1.3430], [8.7209, 3.3480, 0.0132], [8.8763, 1.5859, 0.0310], [4.3634, 2.0826, 1.0520], [0.0480, 1.7494, 1.6595], [0.4781, -2.3524, -0.2447], [1.2047, -2.1820, -1.1946], [0.4240, -3.4622, 0.4671], [1.3735, -4.4732, 0.1483], [1.4679, -4.5774, -0.9342], [1.0052, -5.3923, 0.5966], [2.3402, -4.2007, 0.5760], [-2.7508, -1.7238, -0.9521], [-2.1569, -3.3408, -0.5634], [-4.6247, -3.2533, -0.3227], [-4.4794, -1.9179, 0.8233], [-3.8784, -3.5207, 1.2529]], "forces_ev_per_angstrom": [[0.200, -0.038, -0.156], [-0.119, 0.102, 0.286], [-0.003, -0.125, -0.335], [-0.028, 0.063, 0.105], [0.046, -0.053, 0.083], [0.032, -0.290, 0.282], [0.435, -0.048, -0.464], [-0.011, 0.021, 0.087], [-0.089, 0.231, 0.027], [0.108, 0.141, -0.223], [-0.133, 0.178, -0.278], [-0.308, 0.020, 0.036], [0.280, -0.059, 0.226], [-0.298, 0.023, -0.285], [0.149, -0.008, 0.351], [0.091, 0.023, 0.322], [-0.154, 0.036, -0.215], [-0.087, 0.014, 0.033], [0.013, -0.053, 0.018], [0.027, 0.035, 0.023], [-0.073, 0.017, -0.082], [0.288, -0.036, 0.140], [-0.164, 0.024, -0.160], [0.039, -0.008, -0.088], [0.001, -0.042, 0.013], [0.014, 0.039, 0.013], [-0.048, 0.007, 0.138], [0.128, -0.028, 0.084], [0.060, -0.126, 0.108], [-0.397, 0.149, -0.200], [-0.253, 0.045, 0.015], [-0.008, 0.124, -0.040], [0.349, 0.027, -0.106], [-0.018, 0.152, 0.522], [0.025, -0.065, 0.014], [-0.110, -0.163, 0.016], [0.099, -0.007, 0.008], [0.397, 0.010, -0.097], [0.023, -0.089, -0.039], [-0.485, -0.265, 0.066], [-0.003, 0.216, 0.103], [-0.055, -0.081, -0.024], [0.012, 0.099, 0.029], [-0.065, -0.069, -0.004], [0.025, -0.068, -0.041], [0.108, 0.026, -0.046], [0.304, 0.042, -0.105], [-0.028, 0.019, -0.019], [0.009, 0.269, 0.177], [0.034, -0.061, -0.104], [-0.015, -0.006, 0.022], [0.077, -0.104, -0.041], [-0.025, 0.046, 0.047], [0.105, -0.010, 0.039], [-0.282, 0.129, -0.308], [0.080, -0.070, -0.086], [-0.342, -0.037, 0.193], [0.344, -0.172, -0.205], [-0.019, -0.041, 0.130], [0.008, 0.062, -0.007], [-0.064, -0.016, -0.034], [0.029, -0.059, -0.039], [0.051, -0.035, -0.093], [-0.136, -0.054, -0.018], [-0.102, 0.089, 0.066], [-0.071, -0.089, 0.121]], "smiles": "CCC[C@@]1(C(=O)OC)N[C@@H](c2ccc(OC)cc2OC)[C@@H]2C(=O)N(c3cccc(C(C)=O)c3)C(=O)[C@@H]21", "max_force_ha_per_bohr": 0.012, "e_lumo_ev": 0.392, "energy_ha": -1683.109995, "orbital_gap_ev": 8.65, "relative_energy_kj_mol": 0.00}